{
  "formula": "C3H8NOS",
  "method": "the ωB97M-V functional and the def2-TZVPD basis",
  "total_charge": 1,
  "e_homo_ev": -14.2248,
  "species": ["S", "C", "N", "C", "C", "O", "H", "H", "H", "H", "H", "H", "H", "H"],
  "xyz": [[-2.30, 0.24, -0.15], [-0.74, -0.04, 0.81], [0.21, 1.05, 0.31], [1.20, 0.33, -0.54], [0.60, -1.09, -0.63], [-0.10, -1.20, 0.59], [-3.03, -0.66, 0.48], [-0.94, 0.05, 1.99], [0.67, 1.55, 1.08], [-0.33, 1.73, -0.24], [2.18, 0.30, -0.04], [1.30, 0.80, -1.52], [-0.08, -1.19, -1.48], [1.35, -1.88, -0.66]]
}

{
  "formula": "C3H8NOS",
  "method": "the ωB97M-V functional and the def2-TZVPD basis",
  "total_charge": 1,
  "e_homo_ev": -12.6859,
  "species": ["C", "C", "C", "N", "O", "S", "H", "H", "H", "H", "H", "H", "H", "H"],
  "xyz": [[-0.98, -1.99, 0.16], [0.23, -1.14, 0.09], [2.47, 1.18, -0.74], [2.39, 0.17, 0.02], [-0.56, -1.07, -0.87], [-3.00, 1.53, 0.17], [-0.93, -3.06, -0.01], [-1.92, -1.78, 0.76], [1.44, -0.42, 0.30], [3.28, 1.99, -0.61], [1.86, 1.32, -1.70], [-3.35, 2.35, 1.30], [3.06, 0.20, 0.76], [-4.00, 0.72, 0.36]]
}

{
  "formula": "C3H8NOS",
  "method": "the ωB97M-V functional and the def2-TZVPD basis",
  "total_charge": 1,
  "e_homo_ev": -13.4055,
  "species": ["N", "C", "C", "O", "C", "S", "H", "H", "H", "H", "H", "H", "H", "H"],
  "xyz": [[-0.32, 0.82, 1.22], [0.34, -0.24, 0.43], [-0.69, -1.40, 0.56], [-1.87, -1.15, 0.66], [0.45, 0.37, -0.95], [1.18, -0.72, -2.17], [-1.41, 0.67, 1.03], [-0.05, 1.69, 0.83], [-0.07, 0.88, 2.22], [1.21, -0.54, 1.05], [-0.25, -2.49, 0.51], [1.03, 1.37, -0.77], [-0.54, 0.71, -1.25], [1.01, 0.04, -3.35]]
}

Record-wise largest force on an atom values, in hartree/bohr: 0.0706, 0.0560, 0.0532
Record-wise energy relative to the best compared isomer or geometry (same formula, charge and spin) values, in kJ/mol: 46.6, 454.9, 99.4
Record-wise total energy values, in eV: -17605.9491, -17601.7172, -17605.4019